P:
C4H12 | ωB97M-V/def2-TZVPD

Its HOMO energy is -11.4451 eV. Its structure (SMILES) is CC.CC.

Structure (XYZ):
```
16
C4H12 ωB97M-V/def2-TZVPD
C -0.849 -1.277 -1.118
C -0.937 -1.152 -2.653
H -0.548 -2.272 -0.810
H -0.252 -0.517 -0.636
H -1.878 -1.250 -0.734
H -0.803 -0.098 -2.914
H -0.098 -1.625 -3.170
H -1.914 -1.481 -3.007
C 0.348 1.210 2.409
C 1.427 1.179 1.331
H 0.303 0.302 3.017
H 0.693 1.885 3.213
H -0.629 1.508 2.052
H 0.928 0.876 0.413
H 1.891 2.154 1.129
H 2.317 0.559 1.477
```

***

Q:
C4H12 | ωB97M-V/def2-TZVPD

Its HOMO energy is -11.7207 eV. Its structure (SMILES) is CC.CC.

Structure (XYZ):
```
16
C4H12 ωB97M-V/def2-TZVPD
C -0.267 0.674 -1.440
C -0.760 1.121 -2.821
H -0.216 1.504 -0.731
H -0.989 -0.007 -0.990
H 0.729 0.236 -1.440
H -1.552 0.479 -3.204
H 0.048 1.174 -3.560
H -1.149 2.144 -2.808
C 0.342 -0.190 1.879
C 0.681 -1.594 2.388
H 0.249 0.485 2.733
H 1.127 0.185 1.225
H -0.641 -0.123 1.413
H 0.766 -2.308 1.573
H -0.082 -1.931 3.090
H 1.623 -1.573 2.927
```

***

R:
C4H12 | ωB97M-V/def2-TZVPD

Its HOMO energy is -11.4380 eV. Its structure (SMILES) is CC.CC.

Structure (XYZ):
```
16
C4H12 ωB97M-V/def2-TZVPD
C 0.884 1.325 -0.512
C 1.431 1.663 -1.940
H -0.075 0.959 -0.543
H 1.523 0.466 -0.228
H 0.957 2.197 0.112
H 0.784 2.411 -2.555
H 1.065 0.803 -2.439
H 2.422 1.802 -1.977
C -0.949 -0.655 1.233
C -1.233 -2.171 1.265
H -0.775 -0.423 0.257
H -1.832 -0.143 1.430
H -0.161 -0.430 2.034
H -0.441 -2.876 0.897
H -1.377 -2.645 2.273
H -2.223 -2.282 0.693
```

***

S:
C4H12 | ωB97M-V/def2-TZVPD

Its HOMO energy is -11.5580 eV. Its structure (SMILES) is CC.CC.

Structure (XYZ):
```
16
C4H12 ωB97M-V/def2-TZVPD
C -2.395 -0.869 -1.164
C -1.155 -1.765 -1.309
H -2.244 -0.001 -0.529
H -2.606 -0.423 -2.142
H -3.307 -1.405 -0.914
H -0.590 -1.495 -2.193
H -0.478 -1.512 -0.486
H -1.293 -2.829 -1.140
C 1.332 1.562 0.640
C 2.147 1.016 1.832
H 0.441 2.025 1.066
H 1.873 2.345 0.112
H 1.075 0.753 -0.037
H 3.122 0.671 1.470
H 1.652 0.141 2.244
H 2.424 1.786 2.550
```

***

Of them, Q has the highest stability.

***

P:
C4H12 | ωB97M-V/def2-TZVPD

Its HOMO energy is -11.2062 eV. Its structure (SMILES) is CC.CC.

Structure (XYZ):
```
16
C4H12 ωB97M-V/def2-TZVPD
C 1.215 -1.748 1.220
C 1.040 -2.495 -0.066
H 0.362 -1.612 1.991
H 1.990 -2.329 1.779
H 1.448 -0.734 1.026
H 0.514 -3.509 -0.095
H 0.421 -1.817 -0.738
H 2.043 -2.718 -0.562
C -1.069 1.476 -0.989
C -1.168 2.738 -0.184
H -1.505 0.688 -0.403
H -1.935 1.574 -1.791
H -0.108 1.377 -1.459
H -1.862 3.463 -0.578
H -0.245 3.340 0.115
H -1.233 2.451 0.820
```

***

Q:
C4H12 | ωB97M-V/def2-TZVPD

Its HOMO energy is -11.1469 eV. Its structure (SMILES) is CC.CC.

Structure (XYZ):
```
16
C4H12 ωB97M-V/def2-TZVPD
C 0.616 2.489 -0.819
C -0.429 1.472 -0.281
H 1.682 2.091 -0.635
H 0.626 2.442 -1.953
H 0.680 3.587 -0.554
H -1.439 2.005 -0.241
H -0.267 1.236 0.740
H -0.626 0.746 -1.014
C 0.439 -2.411 0.198
C -0.634 -1.600 0.917
H 0.079 -2.545 -0.855
H 1.452 -1.839 0.117
H 0.547 -3.414 0.660
H -1.387 -1.097 0.420
H -1.212 -2.118 1.633
H -0.085 -0.791 1.587
```

***

Of them, Q has the highest stability.

***

P:
C4H12 | ωB97M-V/def2-TZVPD

Its HOMO energy is -11.6896 eV. Its structure (SMILES) is CC.CC.

Structure (XYZ):
```
16
C4H12 ωB97M-V/def2-TZVPD
C 2.134 0.643 -0.381
C 1.302 0.714 -1.641
H 1.545 0.584 0.544
H 2.893 -0.152 -0.332
H 2.742 1.539 -0.240
H 1.881 0.467 -2.543
H 0.942 1.731 -1.823
H 0.527 -0.061 -1.639
C -2.032 0.024 0.887
C -1.493 -1.390 1.138
H -1.210 0.712 1.080
H -2.270 0.204 -0.168
H -2.865 0.251 1.544
H -2.140 -2.180 0.744
H -1.418 -1.582 2.205
H -0.537 -1.503 0.624
```

***

Q:
C4H12 | ωB97M-V/def2-TZVPD

Its HOMO energy is -11.3706 eV. Its structure (SMILES) is CC.CC.

Structure (XYZ):
```
16
C4H12 ωB97M-V/def2-TZVPD
C -1.498 0.971 2.135
C -0.501 1.877 1.411
H -2.458 1.516 2.431
H -1.732 0.300 1.193
H -1.057 0.672 3.174
H -0.537 1.944 0.338
H 0.530 1.555 1.495
H -0.473 2.827 1.709
C 1.522 -1.375 -2.320
C 0.443 -1.470 -1.244
H 1.994 -0.359 -2.360
H 2.334 -2.063 -1.889
H 1.157 -1.680 -3.297
H 0.757 -1.135 -0.202
H -0.590 -0.999 -1.477
H 0.276 -2.596 -1.009
```

***

Of them, P has the highest stability.

***

P:
C4H12 | ωB97M-V/def2-TZVPD

Its HOMO energy is -11.4069 eV. Its structure (SMILES) is CC.CC.

Structure (XYZ):
```
16
C4H12 ωB97M-V/def2-TZVPD
C 1.415 -1.335 0.510
C 1.059 -2.163 -0.710
H 0.608 -0.640 0.762
H 1.487 -1.905 1.439
H 2.239 -0.631 0.399
H 1.585 -3.091 -0.910
H 1.098 -1.555 -1.617
H -0.003 -2.406 -0.590
C -0.772 2.271 -0.191
C -1.658 1.181 0.380
H -1.423 3.169 -0.229
H 0.024 2.635 0.456
H -0.470 2.218 -1.233
H -2.193 1.576 1.245
H -1.119 0.286 0.667
H -2.514 0.956 -0.260
```

***

Q:
C4H12 | ωB97M-V/def2-TZVPD

Its HOMO energy is -11.6411 eV. Its structure (SMILES) is CC.CC.

Structure (XYZ):
```
16
C4H12 ωB97M-V/def2-TZVPD
C 1.215 0.383 2.445
C 0.726 0.637 0.995
H 1.386 -0.682 2.603
H 2.021 1.039 2.752
H 0.378 0.607 3.116
H 1.121 1.544 0.542
H 1.035 -0.190 0.362
H -0.360 0.641 1.040
C -1.616 -0.531 -1.353
C -0.286 -0.434 -2.122
H -2.244 -1.203 -1.927
H -1.459 -0.867 -0.332
H -2.071 0.452 -1.227
H 0.175 -1.420 -2.046
H 0.395 0.273 -1.663
H -0.416 -0.248 -3.184
```

***

R:
C4H12 | ωB97M-V/def2-TZVPD

Its HOMO energy is -11.3858 eV. Its structure (SMILES) is CC.CC.

Structure (XYZ):
```
16
C4H12 ωB97M-V/def2-TZVPD
C 0.692 1.385 -1.582
C -0.652 2.130 -1.451
H 1.409 2.228 -1.637
H 0.940 0.774 -0.718
H 0.980 0.980 -2.581
H -1.437 1.486 -1.870
H -0.917 2.161 -0.362
H -0.650 3.205 -1.583
C 0.566 -1.741 1.051
C -0.673 -1.791 1.963
H 0.386 -2.493 0.294
H 0.870 -0.848 0.457
H 1.481 -1.951 1.641
H -1.328 -2.513 1.470
H -1.269 -0.829 1.964
H -0.396 -2.184 2.943
```

***

S:
C4H12 | ωB97M-V/def2-TZVPD

Its HOMO energy is -10.6813 eV. Its structure (SMILES) is CC.CC.

Structure (XYZ):
```
16
C4H12 ωB97M-V/def2-TZVPD
C 1.192 -1.428 -2.367
C 1.514 -1.832 -1.059
H 1.614 -0.395 -2.419
H 1.455 -2.106 -3.216
H 0.173 -1.125 -2.783
H 1.628 -1.044 -0.362
H 2.460 -2.448 -1.024
H 0.710 -2.531 -0.635
C -1.910 1.662 2.261
C -0.765 1.583 1.203
H -1.993 0.567 2.421
H -1.716 2.025 3.150
H -2.838 2.019 1.965
H -0.544 2.755 1.002
H 0.074 1.255 1.600
H -1.053 1.044 0.265
```

***

Of them, Q has the highest stability.

***

P:
C4H12 | ωB97M-V/def2-TZVPD

Its HOMO energy is -11.5674 eV. Its structure (SMILES) is CC.CC.

Structure (XYZ):
```
16
C4H12 ωB97M-V/def2-TZVPD
C -0.033 -2.046 0.515
C -1.115 -1.804 1.596
H 0.234 -3.096 0.409
H -0.420 -1.671 -0.426
H 0.894 -1.550 0.801
H -2.093 -1.761 1.121
H -1.113 -2.639 2.293
H -0.978 -0.895 2.170
C 0.516 1.372 -0.511
C 0.603 2.478 -1.598
H -0.445 0.885 -0.425
H 1.365 0.707 -0.683
H 0.877 1.806 0.430
H 1.670 2.619 -1.740
H 0.037 3.367 -1.345
H 0.184 2.119 -2.536
```

***

Q:
C4H12 | ωB97M-V/def2-TZVPD

Its HOMO energy is -11.1866 eV. Its structure (SMILES) is CC.CC.

Structure (XYZ):
```
16
C4H12 ωB97M-V/def2-TZVPD
C -2.785 -0.074 0.759
C -2.009 0.677 -0.318
H -3.428 -0.815 0.275
H -2.288 -0.343 1.684
H -3.495 0.698 1.160
H -1.544 1.568 0.071
H -2.639 0.947 -1.180
H -1.351 -0.046 -0.827
C 1.741 0.038 -0.151
C 3.073 -0.669 -0.281
H 0.953 -0.722 -0.337
H 1.497 0.527 0.785
H 1.529 0.772 -0.953
H 3.883 0.020 -0.501
H 3.041 -1.310 -1.173
H 3.377 -1.219 0.610
```

***

R:
C4H12 | ωB97M-V/def2-TZVPD

Its HOMO energy is -10.9674 eV. Its structure (SMILES) is CC.CC.

Structure (XYZ):
```
16
C4H12 ωB97M-V/def2-TZVPD
C 0.534 1.299 1.499
C -0.979 1.184 1.596
H 1.068 0.973 2.350
H 0.788 2.331 1.358
H 0.895 0.833 0.552
H -1.384 0.518 2.372
H -1.466 1.075 0.629
H -1.490 2.189 1.801
C 0.102 -0.809 -0.885
C 0.351 -1.728 -2.188
H 1.050 -0.699 -0.319
H -0.673 -1.283 -0.220
H -0.202 0.311 -1.043
H 0.939 -2.646 -2.057
H 1.006 -1.121 -2.826
H -0.573 -2.166 -2.725
```

***

S:
C4H12 | ωB97M-V/def2-TZVPD

Its HOMO energy is -11.5822 eV. Its structure (SMILES) is CC.CC.

Structure (XYZ):
```
16
C4H12 ωB97M-V/def2-TZVPD
C -1.257 -0.664 -1.309
C -2.719 -1.119 -1.281
H -1.201 0.422 -1.259
H -0.682 -0.965 -0.431
H -0.834 -1.080 -2.222
H -3.147 -0.878 -2.255
H -3.275 -0.541 -0.542
H -2.854 -2.174 -1.058
C 1.468 0.610 0.833
C 2.523 1.147 1.766
H 0.874 1.374 0.327
H 1.931 0.026 0.030
H 0.695 -0.055 1.226
H 2.121 1.368 2.753
H 2.888 2.103 1.374
H 3.447 0.585 1.843
```

***

Of them, S has the highest stability.

***

P:
C4H12 | ωB97M-V/def2-TZVPD

Its HOMO energy is -11.4341 eV. Its structure (SMILES) is CC.CC.

Structure (XYZ):
```
16
C4H12 ωB97M-V/def2-TZVPD
C -0.620 0.109 -1.877
C 0.694 0.766 -2.238
H -1.344 0.572 -2.536
H -0.670 -0.954 -2.023
H -0.873 0.329 -0.761
H 1.464 0.035 -1.975
H 0.974 1.701 -1.689
H 0.793 1.020 -3.170
C -0.565 -0.122 2.587
C 0.453 -0.711 1.518
H -1.220 -0.901 2.924
H 0.049 0.429 3.387
H -1.144 0.620 2.165
H 0.784 0.030 0.746
H 0.023 -1.540 0.925
H 1.200 -1.381 2.018
```

***

Q:
C4H12 | ωB97M-V/def2-TZVPD

Its HOMO energy is -11.4728 eV. Its structure (SMILES) is CC.CC.

Structure (XYZ):
```
16
C4H12 ωB97M-V/def2-TZVPD
C 0.796 1.468 -0.866
C -0.183 2.532 -0.249
H 1.505 2.001 -1.488
H 1.311 0.979 -0.044
H 0.255 0.732 -1.437
H -1.077 2.539 -0.869
H 0.345 3.485 -0.244
H -0.429 2.213 0.766
C 0.044 -1.395 0.287
C -0.652 -2.632 0.845
H 1.036 -1.600 -0.105
H -0.525 -0.978 -0.551
H 0.259 -0.691 1.108
H -1.673 -2.312 1.103
H -0.119 -3.018 1.706
H -0.895 -3.323 0.038
```

***

R:
C4H12 | ωB97M-V/def2-TZVPD

Its HOMO energy is -10.9335 eV. Its structure (SMILES) is CC.CC.

Structure (XYZ):
```
16
C4H12 ωB97M-V/def2-TZVPD
C -2.125 -0.727 -1.585
C -0.684 -0.973 -1.521
H -2.845 -1.168 -0.856
H -2.265 0.337 -1.571
H -2.484 -1.064 -2.529
H -0.524 -2.040 -1.669
H -0.136 -0.335 -2.265
H -0.286 -0.628 -0.496
C 1.355 0.467 0.849
C 1.437 1.239 2.205
H 0.610 0.808 0.268
H 2.348 0.342 0.370
H 1.133 -0.540 1.282
H 1.309 0.403 2.910
H 0.803 2.037 2.462
H 2.353 1.843 2.147
```

***

S:
C4H12 | ωB97M-V/def2-TZVPD

Its HOMO energy is -11.6628 eV. Its structure (SMILES) is CC.CC.

Structure (XYZ):
```
16
C4H12 ωB97M-V/def2-TZVPD
C 0.878 -0.576 1.467
C -0.519 -0.623 2.098
H 0.856 0.150 0.655
H 1.596 -0.334 2.246
H 1.131 -1.538 1.008
H -1.328 -0.628 1.374
H -0.671 0.242 2.749
H -0.610 -1.474 2.777
C 0.158 1.258 -1.568
C -0.524 -0.052 -1.995
H 1.207 1.058 -1.354
H -0.011 2.039 -2.303
H -0.282 1.571 -0.613
H -0.244 -0.296 -3.029
H -1.598 0.118 -2.091
H -0.273 -0.911 -1.380
```

***

Of them, S has the highest stability.

***

P:
C3H6N | ωB97M-V/def2-TZVPD

Its HOMO energy is -14.2276 eV. Its structure (SMILES) is C=C[NH+]=C. As for the net charge: +1.

Structure (XYZ):
```
10
C3H6N ωB97M-V/def2-TZVPD
C -1.210 0.729 0.407
C -0.650 -0.508 0.597
N 0.599 -0.639 0.192
C 1.008 0.231 -0.993
H -1.052 1.178 -0.597
H -1.707 1.380 1.118
H -1.177 -1.353 1.037
H 1.071 -1.418 0.658
H 1.822 0.869 -0.644
H 1.295 -0.469 -1.775
```

***

Q:
C3H6N | ωB97M-V/def2-TZVPD

Its HOMO energy is -15.0348 eV. Its structure (SMILES) is C#CC[NH3+]. As for the net charge: +1.

Structure (XYZ):
```
10
C3H6N ωB97M-V/def2-TZVPD
C -2.076 0.889 0.338
C -1.067 0.225 0.400
C 0.272 -0.215 0.644
N 1.049 -0.345 -0.714
H -2.988 1.264 -0.132
H 0.163 -1.169 1.099
H 0.952 0.302 1.287
H 0.475 0.145 -1.502
H 1.399 -1.346 -0.850
H 1.820 0.249 -0.568
```

***

Of them, Q has the highest stability.

***

P:
C5H14N2 | ωB97M-V/def2-TZVPD

Its HOMO energy is -7.0160 eV. Its structure (SMILES) is C=CC.CNCN.

Structure (XYZ):
```
21
C5H14N2 ωB97M-V/def2-TZVPD
C -1.604 -0.119 0.819
C -0.445 0.447 1.404
C -0.378 1.931 1.684
H -2.309 0.576 0.371
H -2.049 -0.958 1.343
H -0.041 -0.131 2.234
H -0.929 2.497 0.933
H -0.790 2.143 2.668
H 0.657 2.279 1.670
C 0.014 -0.844 -2.474
N 0.000 -1.483 -1.170
C 1.151 -1.257 -0.396
N 1.158 0.175 0.217
H -0.022 0.260 -2.440
H -0.858 -1.181 -3.039
H 0.912 -1.135 -3.032
H -0.830 -1.072 -0.544
H 1.144 -1.905 0.484
H 2.082 -1.404 -0.962
H 1.137 0.851 -0.542
H 2.000 0.330 0.770
```

***

Q:
C5H14N2 | ωB97M-V/def2-TZVPD

Its HOMO energy is -8.8573 eV. Its structure (SMILES) is CNCCCCN.

Structure (XYZ):
```
21
C5H14N2 ωB97M-V/def2-TZVPD
C -2.016 1.474 -1.595
N -0.665 0.956 -1.482
C -0.130 1.051 -0.136
C 1.281 0.485 -0.038
C 1.362 -1.037 -0.121
C 0.494 -1.721 0.939
N 0.757 -1.231 2.283
H -2.088 2.404 -1.041
H -2.248 1.696 -2.640
H -2.784 0.785 -1.200
H -0.640 -0.035 -1.702
H -0.100 2.080 0.234
H -0.794 0.561 0.604
H 1.888 0.988 -0.775
H 1.662 0.795 0.943
H 0.896 -1.310 -1.068
H 2.372 -1.416 -0.057
H 0.711 -2.800 0.919
H -0.557 -1.684 0.600
H 0.198 -1.757 2.948
H 0.403 -0.284 2.383
```

***

R:
C5H14N2 | ωB97M-V/def2-TZVPD

Its HOMO energy is -8.6621 eV. Its structure (SMILES) is CNCCCCN.

Structure (XYZ):
```
21
C5H14N2 ωB97M-V/def2-TZVPD
C -1.467 2.667 1.117
N -1.561 1.276 0.691
C -0.313 0.530 0.953
C -0.429 -0.894 0.407
C -0.006 -0.991 -1.053
C 1.475 -1.032 -1.331
N 1.988 -2.395 -1.008
H -1.595 2.764 2.198
H -2.178 3.269 0.559
H -0.518 3.119 0.807
H -1.919 1.162 -0.251
H -0.259 0.594 2.044
H 0.613 1.000 0.583
H -1.462 -1.230 0.499
H 0.194 -1.483 1.093
H -0.499 -0.349 -1.801
H -0.475 -1.893 -1.451
H 1.861 -0.854 -2.346
H 1.966 -0.242 -0.786
H 2.976 -2.276 -0.785
H 1.605 -2.741 -0.137
```

***

Of them, Q has the highest stability.

***

P:
C5H14N2 | ωB97M-V/def2-TZVPD

Its HOMO energy is -8.5529 eV. Its structure (SMILES) is CNCCCCN.

Structure (XYZ):
```
21
C5H14N2 ωB97M-V/def2-TZVPD
C -2.616 -0.270 -1.068
N -1.397 0.301 -0.505
C -0.950 -0.292 0.757
C 0.211 0.484 1.362
C 1.185 1.051 0.318
C 1.797 0.037 -0.645
N 2.337 -1.131 0.052
H -2.540 -0.425 -2.138
H -2.803 -1.220 -0.556
H -3.500 0.278 -0.781
H -1.472 1.301 -0.393
H -1.828 -0.334 1.415
H -0.573 -1.301 0.567
H -0.126 1.349 1.949
H 0.823 -0.123 2.022
H 0.996 1.995 -0.181
H 2.059 1.358 0.922
H 2.577 0.540 -1.218
H 1.064 -0.237 -1.412
H 3.127 -1.500 -0.469
H 1.631 -1.858 0.003
```

***

Q:
C5H14N2 | ωB97M-V/def2-TZVPD

Its HOMO energy is -8.9625 eV. Its structure (SMILES) is CC[C@@H](C)NCN.

Structure (XYZ):
```
21
C5H14N2 ωB97M-V/def2-TZVPD
C -2.465 -0.700 -1.061
C -1.354 -0.826 -0.007
C -0.272 0.237 -0.119
C -0.709 1.683 -0.015
N 0.823 -0.029 0.855
C 2.088 -0.357 0.220
N 3.295 -0.084 0.985
H -3.460 -0.689 -0.628
H -2.479 -1.536 -1.765
H -2.407 0.128 -1.750
H -0.942 -1.833 -0.050
H -1.855 -0.713 0.940
H 0.131 0.145 -1.135
H -0.965 2.052 0.977
H -1.597 1.870 -0.617
H 0.084 2.331 -0.391
H 0.542 -0.863 1.362
H 2.216 0.209 -0.701
H 2.263 -1.417 -0.019
H 3.561 0.888 1.042
H 3.501 -0.497 1.878
```

***

Of them, Q has the highest stability.